The following is a quantum chemistry calculation of a molecular structure, C16H34AsF6N14O4S3Si3Tc, from the Open Molecules 2025 dataset.

Each line ends with the Löwdin charge.
Cartesian coordinates (Å):
Tc1 0.22287 -0.63513 0.97017  1.377
N1 -1.74782 -3.52915 0.93974  0.190
C1 -2.19610 -2.39799 1.56757  -0.494
N2 -3.25187 -2.29863 2.31729  0.110
N3 -3.34197 -0.97278 2.64697  0.032
N4 -2.39640 -0.29349 2.11960  -0.037
N5 -1.63570 -1.17787 1.38784  -0.198
C2 -0.40996 -3.61917 0.62976  -0.474
N6 0.27703 -4.71740 0.58872  0.103
N7 1.56525 -4.31835 0.33820  0.011
N8 1.64415 -3.04869 0.22036  -0.059
N9 0.36355 -2.54204 0.35486  -0.165
H1 -2.17033 -4.39177 1.25683  0.171
F1 1.71800 1.58334 5.44610  0.190
C3 1.62717 1.89689 4.17680  -0.692
F2 2.68689 1.41283 3.51656  0.131
F3 1.58247 3.19904 4.01411  0.188
S1 0.07766 1.16221 3.47617  0.672
O1 0.35989 1.18734 1.98656  -0.502
O2 -0.96702 2.00383 3.92284  -0.202
N10 0.04754 -0.30724 4.05315  -0.264
S2 0.89989 -1.52632 3.50686  0.639
O3 1.84104 -1.06467 2.43387  -0.443
O4 0.12902 -2.69498 3.26524  -0.221
C4 1.99473 -1.97874 4.92110  -0.707
F4 2.99136 -1.10465 4.95535  0.160
F5 2.45629 -3.18325 4.70180  0.200
F6 1.30214 -1.92618 6.02856  0.200
C5 5.74822 -0.26932 1.24503  0.011
C6 5.04449 -0.98518 0.15142  -0.324
N11 5.50487 -1.94915 -0.55227  0.151
N12 4.50073 -2.22307 -1.44900  0.045
C7 3.42007 -1.45466 -1.33827  -0.807
S3 2.06669 -1.43752 -2.31279  0.645
N13 3.76577 -0.63287 -0.29639  -0.075
N14 2.92930 0.29442 0.32845  0.107
H2 6.77907 -0.61300 1.29094  0.096
H3 5.27321 -0.45720 2.21273  0.086
H4 5.74038 0.80766 1.06528  0.088
H5 4.59899 -2.98529 -2.09518  0.159
H6 3.32680 1.21962 0.23682  0.114
H7 2.91514 0.07953 1.31552  0.034
C8 -3.13172 2.84455 -1.59042  -0.223
Si1 -2.14203 2.42434 -0.06889  0.388
C9 -3.31345 2.36934 1.34861  -0.205
C10 -0.70660 3.61447 0.13622  -0.211
As1 -0.88045 0.42159 -0.89194  0.841
Si2 -2.60433 -0.97203 -1.93260  0.351
C11 -1.68790 -2.49164 -2.48632  -0.211
C12 -3.96527 -1.35055 -0.73284  -0.196
C13 -3.34438 0.01026 -3.32465  -0.203
Si3 0.05370 1.51504 -3.00001  0.384
C14 1.75388 2.06998 -2.49391  -0.236
C15 -0.78089 3.06435 -3.57170  -0.203
C16 -0.06854 0.24624 -4.34980  -0.221
H8 -3.14631 3.93274 -1.72274  0.060
H9 -4.16739 2.50638 -1.47420  0.050
H10 -2.72158 2.39411 -2.48518  -0.047
H11 -3.79949 3.35433 1.40048  0.060
H12 -2.81460 2.17871 2.29304  -0.001
H13 -4.08223 1.60610 1.21521  0.027
H14 -0.72944 4.07457 1.13206  0.045
H15 -0.74797 4.41441 -0.60992  0.035
H16 0.24995 3.09565 0.03348  0.000
H17 -0.68747 -2.51310 -2.04599  -0.027
H18 -1.57561 -2.53284 -3.57393  0.043
H19 -2.21908 -3.39333 -2.16177  0.045
H20 -3.76570 -2.26724 -0.17737  0.014
H21 -4.89920 -1.49526 -1.28880  0.057
H22 -4.12363 -0.54407 -0.00863  0.020
H23 -2.64505 0.71284 -3.77938  -0.017
H24 -4.21034 0.57487 -2.97178  0.039
H25 -3.68308 -0.68598 -4.10296  0.062
H26 1.77689 3.16233 -2.36851  0.045
H27 2.49296 1.78462 -3.25042  0.046
H28 2.02504 1.59352 -1.56295  -0.042
H29 -0.95684 3.78147 -2.76566  0.021
H30 -1.72639 2.89166 -4.09441  0.042
H31 -0.07891 3.51698 -4.28433  0.063
H32 0.14725 -0.75983 -3.99647  -0.032
H33 0.67609 0.49712 -5.11611  0.059
H34 -1.05341 0.24234 -4.81976  0.028

- max |F| (eV/A) = 2.7
- calculated total energy (Ha) = -6676.1750
- ⟨S²⟩ = 3.79
- gap between HOMO and LUMO (alpha / beta) (eV) = 5.979 / 5.400
- net charge = +1
- multiplicity = 4


The following is a quantum chemistry calculation of a molecular structure, C16H34BBaNP2, from the Open Molecules 2025 dataset.

Each line ends with the Löwdin charge.
Cartesian coordinates (Å):
P1 0.95818 -2.08864 -1.99784  0.874
P2 0.88947 2.22612 -1.44524  0.888
C1 1.15210 -0.53569 -2.99214  -0.355
C2 1.66448 0.85592 -2.51293  -0.402
H1 0.39476 -0.41483 -3.78988  -0.029
H2 2.04104 -0.89012 -3.57961  0.076
H3 2.64959 0.78374 -2.00038  0.071
H4 1.99929 1.41358 -3.40172  0.058
C3 -0.72435 2.77391 -2.19566  -0.355
H5 -1.59029 2.57381 -1.53802  -0.003
H6 -0.87094 2.36266 -3.21230  -0.061
H7 -0.63413 3.85581 -2.36498  0.045
C4 1.90688 3.56688 -2.19982  -0.324
H8 1.57068 3.83216 -3.20378  0.039
H9 2.94817 3.25160 -2.24927  0.034
H10 1.82839 4.43725 -1.55434  0.036
C5 -0.29539 -3.24073 -2.60561  -0.221
H11 -0.52085 -3.91744 -1.76830  0.070
H12 0.07446 -3.84583 -3.44054  0.052
H13 -1.26319 -2.80443 -2.90730  -0.024
C6 2.56088 -2.87659 -2.19957  -0.188
H14 3.36073 -2.11616 -2.25512  0.068
H15 2.58131 -3.44825 -3.14695  0.071
H16 2.79082 -3.57412 -1.37825  0.068
Ba1 -2.15710 0.00156 -3.50994  1.439
C7 -0.41718 1.46195 -5.31366  -0.326
C8 -1.75822 1.68825 -5.38540  -0.472
C9 -2.70475 0.84895 -6.22125  -0.304
C10 -2.24188 -0.59428 -6.61172  -0.208
C11 -1.41078 -1.42890 -5.63125  -0.374
C12 -0.06895 -1.54938 -5.70005  -0.186
C13 0.87803 -0.58629 -6.34364  -0.193
C14 0.41117 0.88988 -6.41363  -0.210
C15 0.46770 -1.84340 -0.29334  -0.185
H17 0.22891 2.00958 -4.61218  0.064
H18 -2.26487 2.46628 -4.79334  0.080
H19 -2.84425 1.42291 -7.14903  0.112
H20 -3.73663 0.81967 -5.80504  0.076
H21 -3.13541 -1.19555 -6.87047  0.113
H22 -1.66999 -0.52600 -7.54180  0.111
H23 -1.99035 -2.22150 -5.10682  0.040
H24 0.37771 -2.51918 -5.43439  0.100
H25 1.13409 -0.89376 -7.37477  0.124
H26 1.85143 -0.62135 -5.83271  0.092
H27 1.33282 1.50313 -6.47884  0.113
H28 -0.07610 1.09985 -7.37676  0.111
H29 0.70450 -0.83436 0.06323  0.043
H30 0.95931 -2.60515 0.33829  0.079
H31 -0.61633 -1.98110 -0.21893  0.062
B1 -0.97953 0.43049 2.44141  -0.470
C16 -1.44399 0.57680 0.93932  -0.317
N1 -1.75313 0.76020 -0.16241  0.023
H32 0.09316 -0.17394 2.53639  -0.014
H33 -1.79331 -0.16044 3.16723  -0.003
H34 -0.84773 1.57306 2.82717  -0.008

- max |F| (eV/A) = 2.5
- calculated total energy (Ha) = -1417.5537
- gap between HOMO and LUMO (alpha / beta) (eV) = 3.364 / 4.659


The following is a quantum chemistry calculation of 5 unconnected molecules or ions with the total composition C16H34ClN5O4S4, from the Open Molecules 2025 dataset.

Each line ends with the Löwdin charge.
Cartesian coordinates (Å):
C1 1.86303 -4.07430 2.02338  0.153
C2 1.01977 -3.34918 1.60968  -0.137
C3 -0.03652 -2.58272 0.91867  -0.300
C4 0.57902 -1.79773 -0.17764  -0.152
N1 1.18430 -1.17154 -0.92291  0.214
C5 -1.14482 -3.55090 0.36930  -0.725
Cl1 -1.82232 -4.37125 1.80299  0.776
C6 -0.43937 -4.49265 -0.54340  -0.225
N2 0.19617 -5.14256 -1.24408  0.204
C7 -2.15027 -2.66742 -0.40022  -0.120
C8 -3.57038 -3.27377 -0.57813  -0.673
N3 -4.50668 -2.80672 0.47438  0.074
N4 -3.59260 -4.71236 -0.72462  0.075
N5 -4.07494 -2.70377 -1.85469  0.058
H1 2.50027 -4.88292 2.29451  0.064
H2 -0.48564 -1.89809 1.64568  0.153
H3 -2.23934 -1.72054 0.14398  0.127
H4 -1.73460 -2.47771 -1.39626  0.131
H5 -4.74836 -1.86137 0.19847  0.069
H6 -3.97774 -2.69626 1.33763  0.043
H7 -4.51235 -5.00974 -0.40965  0.080
H8 -3.56743 -4.97181 -1.70477  0.084
H9 -4.04344 -1.68978 -1.84398  0.075
H10 -5.01883 -3.05123 -1.97600  0.076
C9 0.72279 1.91045 -1.42748  -0.291
S1 -0.85620 2.74157 -1.19559  0.798
O1 -1.92281 1.78472 -1.61092  -0.575
C10 -0.65242 3.92934 -2.52822  -0.283
H11 0.78579 1.09768 -0.71286  -0.002
H12 0.78684 1.50949 -2.43899  0.058
H13 1.53528 2.61611 -1.24862  0.052
H14 -0.50297 3.40233 -3.47142  0.062
H15 0.20184 4.57149 -2.31478  0.056
H16 -1.55010 4.53578 -2.59023  0.013
C11 3.95602 -1.40471 0.30461  -0.277
S2 5.23602 -2.65962 0.42654  0.820
O2 5.08792 -3.31228 1.75915  -0.566
C12 6.61761 -1.51138 0.54695  -0.274
H17 2.99898 -1.90212 0.26016  -0.012
H18 3.99127 -0.75892 1.18416  0.063
H19 4.10263 -0.81730 -0.60155  0.057
H20 6.47927 -0.85599 1.40749  0.055
H21 6.68115 -0.92425 -0.36939  0.052
H22 7.53183 -2.08876 0.67186  0.048
C13 -3.67143 7.36945 -5.16996  -0.270
S3 -2.18133 7.73454 -4.23028  0.825
O3 -1.88352 6.53974 -3.39413  -0.560
C14 -2.93580 8.96390 -3.15459  -0.271
H23 -3.43793 6.58456 -5.88668  0.051
H24 -4.45775 7.02704 -4.49690  0.059
H25 -3.99241 8.26461 -5.70297  0.053
H26 -3.77001 8.51806 -2.61247  0.059
H27 -3.28085 9.80689 -3.75352  0.053
H28 -2.18254 9.30566 -2.44742  0.050
C15 1.99037 -0.86103 6.64085  -0.276
S4 1.82576 -1.21922 4.88403  0.788
O4 0.74760 -2.23345 4.74016  -0.559
C16 3.39957 -2.07610 4.71658  -0.265
H29 1.08650 -0.35282 6.97171  0.047
H30 2.11060 -1.79116 7.19675  0.057
H31 2.85143 -0.21129 6.79961  0.051
H32 3.42926 -2.92732 5.39753  0.064
H33 4.21361 -1.38518 4.93863  0.055
H34 3.49344 -2.42757 3.68902  0.011

- max |F| (eV/A) = 2.1
- calculated total energy (Ha) = -3257.5068
- gap between HOMO and LUMO (eV) = 9.070


- Which value of max |F| does entry 1 give?
  2.7 eV/A


- Which of these has the lowest max |F|?
  C16H34ClN5O4S4


- Among the records above, which one has the lowest max |F|?
  C16H34ClN5O4S4


- Which of these has the highest max |F|?
  C16H34AsF6N14O4S3Si3Tc